{"formula": "CH7N2S", "method": "wB97M-V/def2-TZVPD", "symbols": ["S", "H", "N", "C", "N", "H", "H", "H", "H", "H", "H"], "positions_angstrom": [[-2.235248, -0.636371, -1.438827], [-2.671318, -0.411754, -2.679487], [-0.041860, -0.808617, 0.867219], [1.070741, -0.142219, 0.291477], [0.901305, 1.311595, -0.029066], [-0.848816, -0.969735, 0.289593], [-0.072568, -0.732331, 1.860995], [1.389958, -0.581854, -0.639821], [1.925357, -0.159486, 0.976164], [0.641075, 1.742142, 0.874096], [-0.058626, 1.388632, -0.372343]], "forces_ev_per_angstrom": [[-0.17, 0.10, 0.03], [-0.02, -0.01, -0.18], [1.31, -0.46, 0.19], [0.20, 1.13, -0.12], [-1.23, 0.29, 1.23], [-0.25, 0.14, 0.12], [-0.69, -0.01, 0.16], [-0.09, -0.45, -0.32], [-0.05, -0.31, 0.02], [0.88, -0.05, -0.01], [0.11, -0.38, -1.13]], "lowdin_charge": [-0.189, -0.474, -0.023, -0.409, -0.044, -0.125, 0.042, 0.083, 0.089, 0.039, 0.010], "charge": -1, "e_lumo_ev": 4.3, "e_above_lowest_ev": 0.4742}